Formula: C16H54N12O10
Source: the OMol25 dataset
Level of theory: ωB97M-V with the def2-TZVPD basis set

```
! wB97M-V def2-TZVPD RIJCOSX def2/J DEFGRID3
* xyz 0 1
C 4.96 -3.98 2.22
O 3.93 -3.04 2.03
C 4.00 -2.23 0.84
C 2.69 -1.51 0.78
C 2.69 -0.52 -0.39
N 2.34 -0.69 1.97
H 4.70 -4.65 3.04
H 5.98 -3.60 2.26
H 4.94 -4.72 1.42
H 4.83 -1.54 1.00
H 4.32 -2.83 -0.01
H 1.89 -2.24 0.62
H 2.70 -1.00 -1.36
H 3.46 0.25 -0.28
H 1.76 0.04 -0.47
H 2.51 -1.30 2.76
H 1.36 -0.48 1.85
C 1.73 1.80 -5.87
O 1.74 2.70 -4.77
C 0.95 2.41 -3.62
C 1.33 3.29 -2.38
C 2.78 3.00 -1.92
N 0.37 3.21 -1.24
H 2.53 1.81 -6.61
H 0.75 1.91 -6.34
H 1.76 0.79 -5.47
H -0.04 2.69 -3.98
H 1.02 1.35 -3.37
H 1.27 4.32 -2.74
H 3.00 3.57 -1.02
H 3.22 3.41 -2.83
H 3.01 1.99 -1.59
H 0.74 3.78 -0.49
H -0.58 3.52 -1.38
N -4.30 -0.37 -1.70
C -3.44 -1.07 -2.34
N -3.93 -2.26 -2.58
O -2.30 -0.71 -2.51
H -5.10 -0.82 -1.28
H -4.01 0.48 -1.23
H -3.36 -2.93 -3.08
H -4.85 -2.53 -2.26
N -3.54 0.20 2.38
C -4.41 0.53 3.33
N -3.82 1.13 4.35
O -5.57 0.34 3.24
H -3.85 -0.38 1.62
H -2.63 0.65 2.37
H -4.51 1.32 5.06
H -2.83 0.98 4.50
N 1.34 3.34 1.82
C 2.61 3.52 1.86
N 3.21 2.37 1.84
O 3.15 4.58 1.92
H 0.86 2.46 1.68
H 0.72 4.07 2.12
H 2.69 1.52 1.68
H 4.21 2.47 1.96
N -2.79 -3.99 1.10
C -1.65 -3.90 1.77
N -0.94 -4.98 1.62
O -1.34 -2.94 2.47
H -3.46 -3.23 1.14
H -2.81 -4.67 0.35
H -1.31 -5.55 0.87
H 0.06 -4.87 1.67
N -1.46 -0.92 0.52
C -0.80 0.20 0.52
N -0.68 0.58 -0.69
O -0.24 0.75 1.46
H -1.56 -1.46 1.36
H -1.85 -1.19 -0.38
H -1.27 0.09 -1.34
H -0.17 1.39 -1.02
C -2.69 2.59 -2.81
O -2.56 3.92 -2.26
H -2.64 2.55 -3.90
H -1.93 2.06 -2.26
H -3.65 2.18 -2.48
H -2.23 4.53 -2.92
C -0.17 -3.23 -1.63
O 0.12 -4.12 -2.69
H -0.61 -3.77 -0.80
H 0.65 -2.63 -1.22
H -0.86 -2.46 -1.98
H -0.64 -4.68 -2.84
C -0.23 0.99 4.60
O -0.82 1.59 5.69
H -0.89 0.43 3.94
H 0.32 1.67 3.95
H 0.48 0.23 4.94
H -0.37 2.43 5.83
*
```

The SMILES is COC[C@H](C)N.COC[C@H](C)N.NC(N)=O.NC(N)=O.NC(N)=O.NC(N)=O.NC(N)=O.CO.CO.CO. The value obtained for the LUMO energy is -0.591 eV. The calculation puts the HOMO energy at -8.93 eV. The calculation puts the total energy at -55823.97545 eV.

Atom charges from the Mulliken analysis, given in e for atoms 1 to 4:
1. C -0.899
2. O -0.333
3. C -1.242
4. C 1.322

Formula: C16H54N14O11
Source: the OMol25 dataset
Level of theory: ωB97M-V with the def2-TZVPD basis set

```
! wB97M-V def2-TZVPD RIJCOSX def2/J DEFGRID3
* xyz 0 1
N -9.45 1.82 -17.87
C -9.08 2.89 -18.64
N -7.74 3.13 -18.65
O -9.88 3.51 -19.33
H -10.35 1.40 -18.01
H -8.80 1.59 -17.15
H -7.34 3.76 -19.32
H -7.07 2.56 -18.16
N -14.20 5.99 -21.18
C -13.05 5.83 -20.45
N -12.55 4.58 -20.38
O -12.50 6.80 -19.90
H -14.55 6.93 -21.21
H -14.63 5.17 -21.56
H -13.07 3.84 -20.81
H -11.64 4.44 -19.97
N -10.70 -3.52 -21.98
C -11.91 -2.91 -21.95
N -12.33 -2.34 -23.09
O -12.59 -2.99 -20.91
H -10.56 -4.00 -21.09
H -10.19 -3.86 -22.77
H -13.23 -1.90 -23.15
H -11.68 -2.47 -23.85
N -14.15 0.20 -20.65
C -14.63 1.37 -20.23
N -15.27 1.32 -19.01
O -14.47 2.41 -20.89
H -14.35 -0.63 -20.13
H -13.56 0.22 -21.47
H -15.10 0.50 -18.46
H -15.79 2.10 -18.65
N -17.35 0.38 -24.35
C -16.03 0.63 -24.56
N -15.38 1.33 -23.59
O -15.45 0.20 -25.58
H -17.75 -0.30 -24.97
H -17.75 0.74 -23.51
H -15.88 1.82 -22.88
H -14.37 1.28 -23.75
N -12.64 -1.34 -26.53
C -11.69 -0.44 -26.12
N -10.47 -0.95 -25.90
O -11.98 0.76 -25.91
H -12.50 -2.30 -26.26
H -13.52 -0.99 -26.85
H -10.27 -1.77 -26.44
H -9.76 -0.22 -25.73
N -7.65 2.97 -26.87
C -8.59 2.09 -26.44
N -9.73 2.68 -26.03
O -8.34 0.88 -26.37
H -7.80 3.96 -26.79
H -6.84 2.60 -27.33
H -9.92 3.56 -26.47
H -10.59 2.26 -25.70
C -7.59 -0.28 -23.31
C -7.20 -0.32 -21.86
C -6.88 -1.72 -21.38
O -6.11 0.57 -21.55
H -6.74 -0.56 -23.94
H -7.96 0.69 -23.64
H -8.30 -1.08 -23.51
H -8.03 0.11 -21.28
H -6.04 -2.21 -21.86
H -7.77 -2.33 -21.53
H -6.68 -1.74 -20.30
H -5.86 0.49 -20.62
C -14.36 4.96 -26.62
C -14.08 3.56 -26.05
O -14.64 2.58 -26.88
H -13.99 5.01 -27.64
H -13.89 5.76 -26.05
H -15.45 5.02 -26.55
H -14.42 3.55 -25.00
H -13.01 3.38 -25.91
H -14.84 1.78 -26.35
C -10.53 5.42 -23.31
C -11.28 6.71 -23.67
O -11.20 7.62 -22.58
H -9.67 5.57 -22.66
H -10.21 4.83 -24.18
H -11.25 4.72 -22.88
H -12.33 6.49 -23.89
H -10.83 7.29 -24.48
H -12.04 7.74 -22.11
C -11.10 1.12 -21.45
C -11.24 1.30 -22.94
O -12.54 0.82 -23.30
H -11.83 1.68 -20.86
H -10.12 1.42 -21.09
H -11.15 0.06 -21.18
H -10.47 0.75 -23.49
H -11.11 2.37 -23.15
H -12.54 0.81 -24.29
*
```

The SMILES is NC(N)=O.NC(N)=O.NC(N)=O.NC(N)=O.NC(N)=O.NC(N)=O.NC(N)=O.CC(C)O.CCO.CCO.CCO. The value obtained for the LUMO energy is 0.183 eV. The calculation puts the HOMO energy at -8.82 eV. The calculation puts the total energy at -60858.66975 eV.

Atom charges from the Mulliken analysis, given in e for atoms 1 to 4:
1. N -0.397
2. C 0.632
3. N -0.458
4. O -0.620

Formula: C16H54N18O10
Source: the OMol25 dataset
Level of theory: ωB97M-V with the def2-TZVPD basis set

```
! wB97M-V def2-TZVPD RIJCOSX def2/J DEFGRID3
* xyz 0 1
C 0.02 2.24 -2.01
O -0.38 1.66 -0.81
C -0.31 0.26 -0.75
C -0.48 -0.17 0.72
C 0.78 0.13 1.56
N -0.74 -1.59 0.79
H -0.09 3.33 -1.94
H -0.66 2.00 -2.84
H 1.06 2.05 -2.29
H -1.08 -0.24 -1.34
H 0.64 -0.09 -1.17
H -1.26 0.46 1.16
H 1.09 1.15 1.33
H 1.58 -0.49 1.15
H 0.68 0.06 2.64
H 0.03 -2.16 0.45
H -0.66 -1.79 1.78
C 0.20 2.75 -6.41
O 0.96 1.64 -5.95
C 0.21 0.57 -5.35
C 1.07 -0.64 -4.93
C 1.70 -1.34 -6.09
N 0.32 -1.67 -4.23
H 0.85 3.62 -6.37
H -0.72 2.81 -5.83
H -0.15 2.56 -7.43
H -0.27 1.05 -4.49
H -0.56 0.24 -6.05
H 1.91 -0.31 -4.30
H 2.29 -0.73 -6.78
H 0.94 -1.78 -6.74
H 2.34 -2.14 -5.73
H 0.90 -2.49 -4.21
H 0.20 -1.28 -3.30
N 0.23 -2.80 3.34
C 1.55 -2.99 3.16
N 1.91 -4.05 2.45
O 2.31 -2.09 3.49
H 0.01 -1.90 3.74
H -0.39 -3.49 2.97
H 1.34 -4.85 2.22
H 2.87 -4.22 2.21
N 1.91 -3.71 -0.33
C 2.70 -2.84 -0.98
N 2.71 -3.06 -2.33
O 3.29 -1.97 -0.38
H 2.02 -3.65 0.69
H 1.49 -4.50 -0.80
H 2.19 -3.82 -2.74
H 3.21 -2.44 -2.94
N -2.96 0.61 6.00
C -3.39 -0.44 5.25
N -2.33 -1.06 4.69
O -4.58 -0.71 5.16
H -2.01 0.93 5.88
H -3.69 1.16 6.41
H -2.51 -1.96 4.27
H -1.39 -0.85 5.01
N 3.80 1.61 0.21
C 4.38 1.93 -1.01
N 4.29 0.96 -1.91
O 4.88 3.01 -1.29
H 3.49 0.66 0.29
H 3.87 2.22 1.00
H 3.84 0.11 -1.61
H 4.79 1.19 -2.75
N 1.28 1.84 6.15
C 1.23 0.62 5.61
N 2.41 0.14 5.20
O 0.22 -0.11 5.56
H 0.48 2.15 6.67
H 2.19 2.20 6.41
H 3.14 0.81 4.98
H 2.21 -0.65 4.59
N -0.66 3.79 3.50
C -1.88 3.26 3.33
N -2.12 3.06 2.01
O -2.62 2.89 4.23
H -0.20 4.24 2.73
H -0.41 4.06 4.44
H -1.52 2.92 1.22
H -3.05 2.66 1.94
N -3.27 1.34 -1.79
C -3.35 2.66 -1.60
N -2.95 3.46 -2.61
O -3.86 3.17 -0.61
H -2.71 1.06 -2.57
H -3.56 0.70 -1.07
H -2.86 3.11 -3.55
H -3.13 4.44 -2.51
N -2.60 -3.21 -1.22
C -3.81 -2.59 -1.15
N -3.80 -1.81 -0.07
O -4.78 -2.72 -1.87
H -1.83 -2.88 -0.67
H -2.70 -4.16 -1.53
H -3.03 -1.73 0.57
H -4.71 -1.39 0.10
*
```

The SMILES is COC[C@H](C)N.COC[C@H](C)N.NC(N)=O.NC(N)=O.NC(N)=O.NC(N)=O.NC(N)=O.NC(N)=O.NC(N)=O.NC(N)=O. The value obtained for the LUMO energy is -0.489 eV. The calculation puts the HOMO energy at -8.86 eV. The calculation puts the total energy at -64770.80222 eV.

Atom charges from the Mulliken analysis, given in e for atoms 1 to 4:
1. C -0.427
2. O -0.056
3. C -0.051
4. C 0.220

Formula: C16H56O12
Source: the OMol25 dataset
Level of theory: ωB97M-V with the def2-TZVPD basis set

```
! wB97M-V def2-TZVPD RIJCOSX def2/J DEFGRID3
* xyz 0 1
C 2.79 0.51 2.90
C 2.16 -0.57 3.77
O 2.56 -0.39 5.14
H 2.38 0.51 1.89
H 3.88 0.41 2.88
H 2.66 1.49 3.37
H 2.40 -1.57 3.40
H 1.07 -0.50 3.73
H 3.51 -0.57 5.15
C 0.50 -0.65 -0.57
C -0.14 0.46 0.22
O 0.65 1.65 0.05
H 1.53 -0.73 -0.22
H 0.45 -0.46 -1.64
H 0.07 -1.64 -0.38
H -0.16 0.26 1.30
H -1.17 0.74 -0.06
H 0.27 2.38 0.57
C -0.10 -3.61 2.02
C -0.74 -4.45 0.92
O -0.91 -5.81 1.40
H 0.32 -2.69 1.60
H 0.73 -4.17 2.45
H -0.82 -3.34 2.79
H -0.11 -4.48 0.03
H -1.72 -4.07 0.64
H -0.24 -6.36 1.00
C 1.31 5.01 0.49
C -0.10 5.11 1.03
O -0.51 3.79 1.44
H 1.70 5.98 0.20
H 1.39 4.31 -0.33
H 1.95 4.64 1.30
H -0.79 5.49 0.28
H -0.17 5.77 1.89
H -1.29 3.86 1.98
C -3.31 0.20 2.47
O -3.01 -1.17 2.21
H -4.38 0.37 2.61
H -2.76 0.60 3.32
H -2.98 0.80 1.62
H -3.01 -1.60 3.07
C 3.68 0.92 -1.65
O 3.05 2.18 -1.43
H 3.94 0.48 -0.68
H 3.00 0.22 -2.14
H 4.56 1.04 -2.28
H 2.19 2.05 -1.01
C -0.27 1.85 4.56
O -1.25 2.56 5.32
H 0.09 2.55 3.81
H 0.56 1.55 5.21
H -0.72 1.00 4.06
H -1.28 2.23 6.22
C -3.27 -0.24 -1.32
O -2.66 -1.38 -0.73
H -4.11 -0.55 -1.95
H -3.62 0.42 -0.52
H -2.58 0.33 -1.94
H -2.67 -1.34 0.23
C -0.91 3.09 -2.37
O -1.66 3.75 -3.40
H -0.23 3.80 -1.92
H -1.57 2.75 -1.57
H -0.42 2.21 -2.78
H -2.15 3.07 -3.86
C -1.64 -3.35 -3.56
O -1.63 -3.56 -2.17
H -2.01 -2.36 -3.85
H -0.64 -3.50 -3.96
H -2.32 -4.05 -4.07
H -2.15 -2.86 -1.72
C 2.06 -3.39 -1.96
O 3.01 -2.51 -2.56
H 1.08 -3.32 -2.44
H 2.38 -4.43 -2.02
H 1.93 -3.07 -0.93
H 2.93 -2.59 -3.51
C -0.15 -0.15 -5.17
O 0.60 -0.38 -6.33
H 0.31 -0.64 -4.31
H -0.26 0.91 -4.93
H -1.16 -0.59 -5.21
H 0.07 -0.22 -7.11
*
```

The SMILES is CCO.CCO.CCO.CCO.CO.CO.CO.CO.CO.CO.CO.CO. The value obtained for the LUMO energy is 0.257 eV. The calculation puts the HOMO energy at -9.34 eV. The calculation puts the total energy at -42065.85040 eV.

Atom charges from the Mulliken analysis, given in e for atoms 1 to 4:
1. C -0.720
2. C -0.175
3. O -0.555
4. H -0.009

Formula: C16H5ClF5N4OSSn
Source: the OMol25 dataset
Level of theory: ωB97M-V with the def2-TZVPD basis set

```
! wB97M-V def2-TZVPD RIJCOSX def2/J DEFGRID3
* xyz 1 1
Sn -0.03 -0.43 0.02
Cl 1.20 0.01 -1.84
O 0.99 0.26 1.58
N 1.02 1.58 1.80
C 1.70 1.98 2.79
C 1.69 3.39 3.09
N 1.67 4.50 3.35
C 2.43 1.09 3.67
N 2.97 0.34 4.35
F -4.28 -5.84 2.62
C -3.25 -5.18 2.14
C -2.37 -4.56 3.01
F -2.55 -4.67 4.32
C -1.32 -3.83 2.51
F -0.49 -3.22 3.34
C -1.13 -3.70 1.12
S 0.23 -2.88 0.49
C -2.04 -4.34 0.26
F -1.91 -4.20 -1.05
C -3.09 -5.08 0.76
F -3.95 -5.67 -0.05
N -1.41 1.33 -0.02
C -2.21 2.15 -0.08
C -3.21 3.16 -0.14
C -3.51 3.89 1.02
C -4.52 4.82 0.97
C -5.22 5.04 -0.21
C -4.90 4.32 -1.36
C -3.89 3.38 -1.34
H -2.96 3.71 1.93
H -4.77 5.38 1.86
H -6.01 5.77 -0.24
H -5.45 4.50 -2.28
H -3.64 2.82 -2.23
*
```

The value obtained for the LUMO energy is -6.248 eV. The calculation puts the HOMO energy at -12.96 eV. The calculation puts the total energy at -67446.95886 eV.

Atom charges from the natural (NBO) analysis, given in e for atoms 1 to 4:
1. Sn 1.761
2. Cl -0.375
3. O -0.673
4. N -0.031

Formula: C16H6Br2F5NO2SbSe4Tc
Source: the OMol25 dataset
Level of theory: ωB97M-V with the def2-TZVPD basis set

```
! wB97M-V def2-TZVPD RIJCOSX def2/J DEFGRID3
* xyz -1 2
Tc -0.79 -0.27 -0.93
C -0.09 -3.32 0.07
C 0.13 -2.29 1.13
C 0.64 -2.63 2.39
C 0.86 -1.68 3.35
C 0.58 -0.33 3.05
C 0.78 0.77 3.91
Br 1.44 0.47 5.67
C 0.51 2.05 3.51
C 0.03 2.31 2.24
Br -0.26 4.09 1.68
C -0.20 1.27 1.33
O -0.64 1.45 0.12
C 0.07 -0.06 1.77
N -0.17 -1.02 0.84
H 0.17 -4.31 0.42
H 0.53 -3.09 -0.81
H -1.14 -3.34 -0.25
H 0.87 -3.67 2.58
H 1.25 -1.95 4.32
H 0.68 2.87 4.20
Se -6.24 1.36 0.22
Sb -5.21 -0.86 0.39
Se -2.89 -0.96 -0.82
Se -4.94 -1.53 2.73
Se -6.56 -2.50 -0.82
F 2.37 3.35 -5.37
C 2.04 2.41 -4.47
C 0.70 2.16 -4.17
F -0.27 2.84 -4.78
C 0.41 1.20 -3.23
F -0.88 0.89 -2.88
C 1.39 0.45 -2.53
O 1.05 -0.39 -1.63
C 2.72 0.70 -2.91
F 3.71 -0.01 -2.33
C 3.04 1.67 -3.84
F 4.32 1.90 -4.16
*
```

Its expectation value of S² is 1.1345. The value obtained for the LUMO energy (spin up / spin down) is -0.273 / -0.187 eV. The calculation puts the HOMO energy (spin up / spin down) at -4.26 / -4.30 eV. The calculation puts the total energy at -446069.16062 eV.

Atom charges from the natural (NBO) analysis, given in e for atoms 1 to 4:
1. Tc 0.911
2. C -0.669
3. C 0.280
4. C -0.245